# C38H68AsBrN3OPSSi4Sn

C38H68AsBrN3OPSSi4Sn as an isolated structure at a distorted geometry (ωB97M-V/def2-TZVPD, the OMol25 dataset).

Last column: Löwdin charge in e.
Cartesian coordinates (Å):
Sn: -0.09700 2.28234 0.02595  1.07
Br: 4.59059 1.23729 -0.41448  -0.84
O: -1.75651 1.58526 0.88276  -0.58
S: 2.40576 -5.72450 -2.90615  0.30
C: 3.00352 -5.97045 -4.34358  -1.23
N: 3.57676 -6.15738 -5.32114  -0.06
N: -2.46442 5.25544 2.77782  0.01
C: -0.97937 5.22650 2.12249  -0.21
C: -0.04997 4.16615 1.40705  -0.44
N: 1.08281 3.46874 2.30076  -0.13
C: 1.33449 2.61376 3.36801  -0.28
C: 2.01850 1.41018 3.34505  0.00
H: -2.93411 4.46550 2.48424  -0.02
H: -2.95305 5.88604 2.16034  0.03
H: -0.26624 5.76094 2.69081  0.07
H: -1.11115 5.69709 1.14887  0.06
H: 0.69132 4.92784 0.89006  0.04
H: -1.81295 2.29196 1.70738  0.04
H: 1.92470 3.78252 1.89854  0.06
H: 1.64000 4.30327 -0.63057  0.14
H: 1.06214 3.05818 4.40367  0.10
H: 2.11328 1.18666 2.28329  0.02
H: 2.64006 0.77870 4.03990  -0.01
C: -5.98845 -5.06598 -2.38954  -0.18
C: -5.35920 -5.67330 -1.12876  -0.44
As: -4.73350 -4.33046 0.10882  1.20
C: -2.74335 -4.09676 0.40401  -0.41
C: -2.12575 -4.76209 1.58398  -0.19
C: -5.54529 -4.85468 1.69828  -0.48
C: -6.95661 -4.29780 1.38692  -0.23
H: -5.50138 -4.19695 -2.75518  0.05
H: -6.97509 -4.78669 -2.24278  0.03
H: -5.99151 -5.78616 -3.18344  0.06
H: -4.50523 -6.16471 -1.52722  0.04
H: -5.98595 -6.34072 -0.53720  0.06
H: -2.85731 -3.07478 0.60597  0.01
H: -2.15115 -4.40015 -0.45161  0.07
H: -2.81776 -5.06764 2.38717  0.05
H: -1.32483 -4.07110 1.94139  0.09
H: -1.73520 -5.71346 1.27591  0.06
H: -5.20051 -4.15316 2.33479  0.00
H: -5.46989 -5.85066 2.27333  0.11
H: -6.90044 -3.54923 0.59705  0.02
H: -7.27562 -3.72078 2.22821  0.05
H: -7.73955 -4.95223 1.13405  0.04
C: 6.47999 1.06366 6.66727  -0.13
C: 6.95936 0.28196 5.62618  -0.11
C: 6.27077 -0.61675 4.84009  -0.08
C: 4.94239 -0.86079 5.13885  -0.38
C: 4.35741 -0.17183 6.21088  -0.05
C: 5.10731 0.98125 6.91347  -0.03
P: 3.67106 -1.34957 3.93741  1.08
C: 4.41821 -2.67465 3.08618  -0.39
C: 3.93284 -2.45545 1.67440  -0.09
C: 4.14881 -3.31253 0.57737  -0.07
C: 4.91295 -4.42053 0.86628  -0.09
C: 5.48204 -4.61867 2.13836  -0.13
C: 5.15401 -3.88280 3.25028  -0.13
C: 2.23223 -2.12631 4.92647  -0.30
C: 2.12745 -3.52132 5.09796  -0.08
C: 0.93792 -4.13645 5.53915  -0.08
C: -0.20222 -3.34771 5.68286  -0.12
C: -0.07057 -1.97730 5.73930  -0.09
C: 1.15351 -1.36376 5.39155  -0.10
H: 7.28291 1.53506 7.25538  0.10
H: 7.96117 -0.01522 5.53604  0.08
H: 6.80762 -1.07822 4.15442  0.06
H: 3.34041 -0.53076 6.06496  0.03
H: 4.85965 1.89633 7.42590  0.08
H: 3.64725 -1.40983 1.34800  0.06
H: 4.04230 -2.86416 -0.43731  0.13
H: 5.19869 -5.10114 0.04682  0.11
H: 6.10987 -5.51500 2.35788  0.10
H: 5.71435 -4.04553 4.32298  0.15
H: 2.95476 -4.18219 4.97063  0.08
H: 0.87994 -5.23198 5.64686  0.10
H: -1.13897 -3.83693 5.87206  0.09
H: -0.91087 -1.31449 5.89077  0.10
H: 1.09742 -0.32191 5.40907  0.07
C: 1.30957 5.77636 -3.42722  -0.28
Si: 0.27581 5.14028 -4.86064  0.31
C: -1.04122 6.08389 -5.69097  -0.22
C: 1.60991 4.69382 -6.15985  -0.24
Si: -0.39379 3.15427 -3.93805  0.53
Si: -2.72320 3.25458 -3.39896  0.47
C: -2.54639 4.39545 -1.82245  -0.26
C: -3.20904 1.49285 -2.99085  -0.25
C: -3.83446 4.02518 -4.97311  -0.19
Si: -0.40658 1.15539 -4.94836  0.33
C: -1.95296 0.87165 -6.13698  -0.20
C: -0.02650 -0.08559 -3.56055  -0.23
C: 0.90656 0.67073 -6.20595  -0.25
H: 1.97853 6.69895 -3.35584  0.05
H: 1.94567 4.96510 -3.13571  -0.01
H: 0.57565 5.91693 -2.58278  0.01
H: -0.71384 7.13323 -5.72533  0.04
H: -2.01011 5.96153 -5.23303  -0.02
H: -1.27734 5.69449 -6.67025  0.04
H: 1.45779 5.09972 -7.21624  0.04
H: 1.66502 3.62740 -6.24738  -0.03
H: 2.73884 4.91458 -5.94530  0.06
H: -3.00807 4.09163 -0.79946  0.05
H: -3.06572 5.35858 -1.74072  0.01
H: -1.48380 4.44776 -1.65064  -0.07
H: -4.00489 1.16964 -3.74390  0.05
H: -3.60882 1.44798 -1.97840  0.02
H: -2.36455 0.74208 -2.99712  0.02
H: -3.49282 5.04019 -5.07800  -0.04
H: -4.91954 3.99211 -4.89172  0.01
H: -3.60700 3.68795 -5.97091  0.00
H: -2.46131 -0.07088 -6.06575  0.02
H: -1.52009 0.97618 -7.13497  0.01
H: -2.76600 1.58751 -6.02145  -0.02
H: -0.54942 -1.00060 -3.43261  0.02
H: 0.08988 0.49312 -2.58695  -0.02
H: 1.00490 -0.36343 -3.67759  0.03
H: 1.85607 0.76843 -5.60743  0.05
H: 1.07926 1.25308 -7.09186  0.01
H: 0.85638 -0.35913 -6.53869  0.04

## Properties
relative energy (zero: lowest compared OMol25 entry of this formula, charge and spin) = 0.0 kcal per mole
charge = -2
HOMO (spin up / spin down) = -0.0728 / -0.0728 hartree
E = -8649.3269 Eh
multiplicity = 1
LUMO energy (spin up / spin down) = 2.0 / 2.3 eV